Density functional theory data (ωB97M-V/def2-TZVPD) for 2 unconnected molecules or ions with the total composition C2BrClFN.

Results
- Net charge: 0
- E_tot: -3264.825986 a.u.
- Expectation value of S²: 2.014
- Frontier orbital gap (spin up / spin down): 9.332 / 6.731 eV
- E_HOMO (spin up / spin down): -9.01 / -11.58 eV
- 2S+1: 3
- ΔE to the lowest compared entry with this formula, charge and spin: 25.02 kcal/mol

CARTESIAN COORDINATES (ANGSTROEM)
C1 0.19979 1.32155 0.00299
C2 -0.47009 0.17670 -0.37790
N1 0.55943 2.38960 0.18198
F1 1.48181 -2.80087 0.72718
Cl1 0.50212 -1.19653 -0.52601
Br1 -2.27306 0.10954 -0.00825

Density functional theory data (ωB97M-V/def2-TZVPD) for 2 unconnected molecules or ions with the total composition C2BrF3S.

Results
- Net charge: 0
- E_tot: -3347.829735 a.u.
- Frontier orbital gap (spin up / spin down): 6.591 / 6.522 eV
- E_HOMO (spin up / spin down): -9.72 / -9.66 eV
- ΔE to the lowest compared entry with this formula, charge and spin: 90.68 kcal/mol

CARTESIAN COORDINATES (ANGSTROEM)
C1 -0.35173 -0.41658 0.62946
C2 0.18062 -0.12478 -0.66888
F1 -1.41406 1.68176 1.27552
F2 0.19237 1.12069 -0.99936
F3 -0.35680 -0.89792 -1.56959
S1 -0.48523 -0.69983 2.08212
Br1 2.23482 -0.66333 -0.74928

Density functional theory data (ωB97M-V/def2-TZVPD) for 3 unconnected molecules or ions with the total composition C2BrFNO4.

Results
- Net charge: -1
- E_tot: -3105.691260 a.u.
- Expectation value of S²: 2.015
- Frontier orbital gap (spin up / spin down): 7.238 / 4.730 eV
- E_HOMO (spin up / spin down): -4.43 / -4.58 eV
- 2S+1: 3
- ΔE to the lowest compared entry with this formula, charge and spin: 0.00 kcal/mol

CARTESIAN COORDINATES (ANGSTROEM)
C1 3.65311 -0.74322 0.18408
C2 -2.69150 -0.03491 -0.04354
N1 -1.30669 -0.28343 -0.27806
O1 3.44846 -1.30442 1.15842
O2 -0.63926 -0.60928 0.70812
O3 3.89118 -0.20406 -0.79733
O4 -0.83451 -0.24442 -1.42090
F1 -3.22686 0.32016 -1.21989
Br1 -2.29392 3.10358 1.70912

Density functional theory data (ωB97M-V/def2-TZVPD) for a single C2Cl2F2O molecule.

Results
- Net charge: 0
- E_tot: -1271.541383 a.u.
- Frontier orbital gap: 10.920 eV
- E_HOMO: -10.84 eV
- SMILES: O=C(Cl)C(F)(F)Cl
- ΔE to the lowest compared entry with this formula, charge and spin: 10.20 kcal/mol

CARTESIAN COORDINATES (ANGSTROEM)
O1 -0.83903 -1.72818 -0.10655
C1 -0.77302 -0.58442 -0.28681
Cl1 -1.53240 0.47131 -1.48812
C2 0.51673 0.38607 0.40163
F1 0.33024 0.21404 1.70049
F2 0.36191 1.67502 0.10046
Cl2 1.93558 -0.43383 -0.32109

Density functional theory data (ωB97M-V/def2-TZVPD) for 2 unconnected molecules or ions with the total composition C2Cl2FNS.

Results
- Net charge: 0
- E_tot: -1549.302615 a.u.
- Frontier orbital gap (spin up / spin down): 7.450 / 6.932 eV
- E_HOMO (spin up / spin down): -9.73 / -9.61 eV
- ΔE to the lowest compared entry with this formula, charge and spin: 35.92 kcal/mol

CARTESIAN COORDINATES (ANGSTROEM)
C1 0.87484 0.55644 1.48357
C2 -0.60539 -0.32386 -0.88911
N1 1.82515 1.20068 1.38892
F1 -1.00527 0.98545 -1.04652
S1 -0.38683 -0.48481 1.76892
Cl1 -1.71848 -1.48320 -1.42126
Cl2 1.01596 -0.45070 -1.28452

Density functional theory data (ωB97M-V/def2-TZVPD) for a single C2Cl2N2 molecule.

Results
- Net charge: 0
- E_tot: -1106.034264 a.u.
- Frontier orbital gap (spin up / spin down): 9.021 / 9.022 eV
- E_HOMO (spin up / spin down): -10.46 / -10.46 eV
- SMILES: N#CN=C(Cl)Cl
- ΔE to the lowest compared entry with this formula, charge and spin: 17.33 kcal/mol

CARTESIAN COORDINATES (ANGSTROEM)
N1 -2.67162 0.11300 0.09472
C1 -1.53884 0.26938 -0.13010
N2 -0.23737 0.51633 -0.27284
C2 0.97175 -0.13961 -0.02760
Cl1 2.24852 1.05393 0.09897
Cl2 1.22756 -1.81303 0.23686

Density functional theory data (ωB97M-V/def2-TZVPD) for 2 unconnected molecules or ions with the total composition C2Cl2O3.

Results
- Net charge: 0
- E_tot: -1222.255464 a.u.
- Frontier orbital gap (spin up / spin down): 7.849 / 7.840 eV
- E_HOMO (spin up / spin down): -9.81 / -9.80 eV
- ΔE to the lowest compared entry with this formula, charge and spin: 24.60 kcal/mol

CARTESIAN COORDINATES (ANGSTROEM)
C1 -0.42096 0.99634 1.89214
C2 1.43713 -0.42325 -1.39182
O1 -0.67808 0.85559 2.99604
O2 2.04319 -0.65899 -0.42546
O3 -0.16132 1.12316 0.78383
Cl1 -0.00867 -0.54875 -2.07118
Cl2 -2.21129 -1.34409 -1.78356

Density functional theory data (ωB97M-V/def2-TZVPD) for 2 unconnected molecules or ions with the total composition C2Cl3F3.

Results
- Net charge: 0
- E_tot: -1756.251426 a.u.
- Frontier orbital gap (spin up / spin down): 9.341 / 7.713 eV
- E_HOMO (spin up / spin down): -9.79 / -8.18 eV
- ΔE to the lowest compared entry with this formula, charge and spin: 90.40 kcal/mol

CARTESIAN COORDINATES (ANGSTROEM)
C1 0.81394 -0.20683 0.52884
C2 -1.42881 0.46150 -1.36717
F1 0.47032 0.66001 1.48016
F2 2.07272 -0.32133 0.33074
F3 0.25462 -1.36676 0.79825
Cl1 -0.27565 1.21614 -2.29810
Cl2 -1.47185 -1.27577 -1.40696
Cl3 -2.47349 1.38850 -0.40266

Density functional theory data (ωB97M-V/def2-TZVPD) for 2 unconnected molecules or ions with the total composition C2Cl3FO.

Results
- Net charge: 0
- E_tot: -1631.750661 a.u.
- Expectation value of S²: 2.007
- Frontier orbital gap (spin up / spin down): 9.331 / 8.846 eV
- E_HOMO (spin up / spin down): -8.76 / -11.47 eV
- 2S+1: 3
- ΔE to the lowest compared entry with this formula, charge and spin: 0.00 kcal/mol

CARTESIAN COORDINATES (ANGSTROEM)
C1 -0.11797 -1.47579 -0.54564
C2 0.19712 1.08161 0.38384
O1 0.39221 -1.96520 -1.47643
F1 -1.13302 -2.10580 0.12381
Cl1 0.07365 0.85085 2.03269
Cl2 1.71064 1.55722 -0.21376
Cl3 -1.12263 2.05713 -0.30451

| no. | strongest force on any atom (Eh/bohr) |
| --- | --- |
| 1 | 0.0412 |
| 2 | 0.0597 |
| 3 | 0.0348 |
| 4 | 0.0842 |
| 5 | 0.0499 |
| 6 | 0.1377 |
| 7 | 0.0795 |
| 8 | 0.0424 |
| 9 | 0.0482 |